Entry 1:
59
Properties=species:S:1:pos:R:3:lowdin_charge:R:1 method="wB97M-V/def2-TZVPD" e_lumo_ev=-0.15 charge=0 e_tot_ha=-1842.0871 homo_lumo_gap_ha=0.22689
C 3.513 0.357 4.263 -0.08
C 2.491 0.745 3.469 -0.11
B 1.041 -0.010 3.438 -1.06
S 0.617 -0.536 5.302 0.68
O -0.017 0.796 2.808 0.00
C -0.739 0.025 1.913 -0.38
N -2.185 0.223 1.993 0.01
C -2.728 0.125 3.353 -0.22
C -4.270 0.176 3.298 -0.24
C -4.909 -1.057 3.939 -0.12
C -0.232 -1.396 2.208 -0.38
P -0.564 -2.681 0.999 0.48
O -0.668 -2.180 -0.379 -0.27
O 0.614 -3.747 1.182 -0.11
O -1.922 -3.402 1.470 -0.12
O 1.112 -1.260 2.574 -0.07
H 3.864 -0.673 4.261 0.05
H 3.995 1.003 4.997 0.04
H 2.645 1.639 2.856 0.07
H 0.395 -1.844 5.115 -0.20
H -0.476 0.300 0.876 0.12
H -2.609 -0.537 1.464 0.10
H -2.456 -0.809 3.861 0.10
H -2.337 0.938 3.960 0.12
H -4.557 0.173 2.244 0.10
H -4.645 1.102 3.732 0.10
H -4.445 -1.953 3.518 0.06
H -4.809 -1.070 5.024 0.07
H -5.964 -1.113 3.666 0.06
H -0.743 -1.727 3.137 0.10
H 0.916 -3.736 2.106 0.09
H -1.846 -3.630 2.409 0.08
C 1.716 2.608 -5.676 -0.09
C 2.312 2.598 -4.267 -0.21
C 2.400 1.216 -3.623 -0.12
N 1.261 0.840 -2.710 -0.27
C 1.375 1.570 -1.411 0.04
C -0.098 1.037 -3.320 -0.10
C -0.254 -0.133 -4.274 -0.14
C 0.353 -1.297 -3.476 -0.12
C 1.308 -0.656 -2.459 -0.08
H 0.647 2.397 -5.687 0.06
H 1.855 3.586 -6.135 0.08
H 2.210 1.871 -6.311 0.08
H 1.782 3.304 -3.625 0.11
H 3.334 2.972 -4.345 0.12
H 3.285 1.149 -2.993 0.13
H 2.477 0.438 -4.382 0.13
H 1.314 2.640 -1.593 0.11
H 2.326 1.317 -0.950 0.12
H 0.560 1.258 -0.763 0.09
H -0.815 0.964 -2.503 0.15
H -0.170 2.026 -3.764 0.12
H 0.300 0.035 -5.199 0.10
H -1.293 -0.302 -4.546 0.12
H 0.860 -2.013 -4.120 0.12
H -0.420 -1.840 -2.933 0.11
H 2.336 -0.997 -2.548 0.14
H 0.954 -0.827 -1.443 0.11

Entry 2:
60
Properties=species:S:1:pos:R:3:lowdin_charge:R:1 method="wB97M-V/def2-TZVPD" e_lumo_ev=-1.13 charge=0 e_tot_ha=-1758.9521 homo_lumo_gap_ha=0.24949
H 2.744 -1.250 -2.176 0.04
N 3.354 -1.985 -2.571 0.10
C 2.798 -2.385 -3.680 -0.18
C 1.449 -1.843 -4.338 -0.16
N 0.486 -1.194 -3.390 -0.10
C 0.374 0.255 -3.595 -0.48
F -0.103 0.936 -2.455 0.10
F -0.498 0.619 -4.642 0.09
F 1.611 0.864 -3.892 0.10
S -1.051 -1.978 -3.357 0.82
O -0.880 -3.175 -2.460 -0.27
O -2.139 -1.116 -2.768 -0.28
F -1.584 -2.391 -4.888 -0.18
H 3.368 -3.183 -4.271 0.12
H 0.908 -2.767 -4.761 0.13
H 1.732 -1.212 -5.237 0.14
C 0.842 -1.677 1.938 -0.10
C 2.170 -2.357 2.225 -0.27
N 3.306 -1.705 1.587 -0.19
C 4.527 -2.503 1.635 -0.25
C 5.136 -2.787 3.008 -0.09
C 3.481 -0.286 1.876 -0.25
C 3.653 0.126 3.338 -0.09
H 0.668 -1.596 0.862 0.07
H 0.023 -2.261 2.368 0.08
H 0.792 -0.677 2.376 0.06
H 2.092 -3.381 1.843 0.12
H 2.300 -2.433 3.313 0.10
H 5.289 -2.037 1.002 0.11
H 4.319 -3.466 1.154 0.11
H 5.647 -1.912 3.413 0.05
H 5.886 -3.578 2.921 0.07
H 4.393 -3.125 3.733 0.07
H 2.619 0.254 1.471 0.10
H 4.330 0.099 1.300 0.11
H 2.955 -0.385 4.005 0.07
H 3.469 1.200 3.440 0.07
H 4.668 -0.055 3.692 0.05
C -4.275 4.896 1.083 -0.09
C -3.410 3.645 0.999 -0.27
N -4.169 2.400 1.010 -0.19
C -3.332 1.218 1.200 -0.25
C -2.316 0.885 0.109 -0.09
C -5.205 2.270 -0.008 -0.25
C -4.780 2.378 -1.473 -0.08
H -4.920 4.872 1.965 0.08
H -3.638 5.781 1.158 0.07
H -4.901 5.022 0.196 0.06
H -2.746 3.657 1.871 0.12
H -2.770 3.723 0.110 0.10
H -3.973 0.345 1.363 0.11
H -2.786 1.341 2.144 0.11
H -2.795 0.451 -0.769 0.04
H -1.607 0.139 0.483 0.07
H -1.735 1.757 -0.200 0.07
H -5.968 3.033 0.181 0.10
H -5.737 1.323 0.136 0.11
H -4.078 3.195 -1.648 0.07
H -5.660 2.567 -2.096 0.07
H -4.333 1.451 -1.833 0.05